No. 1
The following is a DFT calculation (the ωB97M-V functional and the def2-TZVPD basis) of C4H6AgIO3 as an isolated structure.

Structure (XYZ):
```
15
Properties=species:S:1:pos:R:3:forces:R:3
Ag 0.37620 2.72868 -5.56900 0.04 -0.11 0.44
I 0.76710 2.08831 -2.81959 -0.05 0.12 -0.43
C 1.52764 -0.69662 0.66513 0.33 -0.05 -0.14
C 0.25591 0.10505 0.73329 -0.22 0.00 -0.25
C -0.79504 -0.27869 -0.33331 -0.09 -0.06 -0.04
O -1.96756 -0.58427 0.40406 0.24 0.02 -0.05
C -1.72332 -0.48175 1.74487 0.21 0.42 -0.27
O -2.53846 -0.61961 2.58210 -0.16 -0.23 0.20
O -0.42618 -0.14785 1.95910 -0.14 -0.04 -0.06
H 2.17217 -0.31735 -0.13406 -0.09 -0.09 -0.05
H 1.31571 -1.74821 0.47551 0.01 -0.04 0.04
H 2.10079 -0.61886 1.58741 -0.11 0.07 0.07
H 0.47150 1.17565 0.67736 -0.01 0.01 0.18
H -0.49909 -1.14018 -0.93764 0.00 -0.07 0.17
H -1.03737 0.53568 -1.03522 0.04 0.05 0.19
```
Forces are in eV/Å.

The value obtained for the frontier orbital gap (alpha / beta) is 6.8 / 4.6 eV. Its total charge is +1. The value obtained for the energy above the lowest of the compared OMol25 structures with the same formula, charge and spin is 0.0 kJ/mol. Its multiplicity is 2.

No. 2
The following is a DFT calculation (the ωB97M-V functional and the def2-TZVPD basis) of C4H6AgO2 as an isolated structure.

Structure (XYZ):
```
13
Properties=species:S:1:pos:R:3:forces:R:3
O 1.91939 1.09512 -0.13037 0.22 -1.10 -0.78
C 1.37459 -0.37184 -0.17863 0.26 0.06 0.04
C 0.24742 -0.56763 0.75345 0.23 1.14 -0.06
C -1.08303 -0.87232 0.12820 0.18 -0.24 -0.08
C -1.88803 0.36196 -0.15258 0.23 0.41 0.25
O -1.49579 1.49560 0.07534 -1.32 -0.33 -0.72
H 2.82653 1.07037 0.17973 0.20 -0.13 0.05
H 2.25888 -0.97209 0.09482 -0.30 0.05 -0.21
H 1.12644 -0.50516 -1.24986 0.22 0.09 0.28
H -1.74161 -1.49805 0.76193 0.21 0.12 -0.10
H -1.05106 -1.41020 -0.84787 0.01 0.11 0.17
H -2.89852 0.21784 -0.58644 0.16 0.06 0.08
Ag 0.40480 1.95642 1.15227 -0.31 -0.25 1.09
```
Forces are in eV/Å.

The value obtained for the frontier orbital gap (alpha / beta) is 6.7 / 6.6 eV. Its total charge is 0. The value obtained for the energy above the lowest of the compared OMol25 structures with the same formula, charge and spin is 68.0 kJ/mol. Its multiplicity is 2.

No. 3
The following is a DFT calculation (the ωB97M-V functional and the def2-TZVPD basis) of an isolated ion of composition C4H6BCl2N2O2 and charge +1.

Structure (XYZ):
```
17
Properties=species:S:1:pos:R:3:forces:R:3
B 0.78080 0.01689 1.52849 -2.11 0.15 -2.30
C -1.47128 0.50307 -2.03007 0.12 1.71 -0.46
C -2.46387 -1.09409 -0.65314 -1.61 1.25 -1.03
C -1.38067 -1.20696 0.34380 2.90 -0.40 -0.60
C -0.86113 0.05874 0.96691 1.13 0.17 -1.02
N -2.50902 -0.31080 -1.65011 0.22 -1.44 -0.11
N -0.78482 1.11498 -1.17799 1.48 0.85 2.53
O 0.84229 -0.36519 2.74527 -0.67 -0.78 3.67
O 1.74540 0.12969 0.64970 -1.78 0.63 -2.45
Cl -3.97367 -1.88166 -0.30380 0.67 -0.09 0.20
Cl -1.95558 1.10689 1.63073 -0.15 0.10 0.33
H -1.37708 0.88472 -3.04622 -0.54 -0.86 -0.38
H -1.65085 -1.87251 1.10671 -0.94 -0.66 1.69
H -0.46352 -1.79992 0.02083 -1.01 0.91 -0.57
H -0.21551 1.96798 -1.42472 -0.58 -1.65 -0.03
H 1.59446 -0.59206 3.30200 0.08 0.15 -0.35
H 2.60284 0.16895 0.96792 2.79 -0.01 0.88
```
Forces are in eV/Å.

The value obtained for the frontier orbital gap (alpha / beta) is 9.0 / 9.0 eV. Its total charge is +1. The value obtained for the energy above the lowest of the compared OMol25 structures with the same formula, charge and spin is 101.6 kJ/mol.

No. 4
The following is a DFT calculation (the ωB97M-V functional and the def2-TZVPD basis) of one molecule with the formula C4H6BN3O3.

Structure (XYZ):
```
17
Properties=species:S:1:pos:R:3:forces:R:3
O 0.94845 -0.93235 -2.35455 0.49 -1.41 -1.42
C 0.27399 0.04643 -2.27567 0.64 3.81 -2.22
N -0.15158 0.54444 -1.09460 0.18 -0.10 3.91
B -0.87606 1.84217 -0.77600 0.45 -2.32 -0.57
O -1.10067 2.52702 -1.89182 -0.41 1.69 -1.04
O -1.37842 2.15429 0.41283 0.75 0.50 1.85
C 0.22378 -0.22917 0.08434 0.34 -1.17 -0.55
N -0.16736 0.01141 1.33492 -0.07 -0.01 -1.85
C 0.09373 -1.13571 2.02583 -0.95 0.50 2.45
C 0.69885 -2.08043 1.27453 0.59 -0.32 0.05
N 0.86566 -1.46407 0.00857 0.43 -1.88 0.47
H 0.17595 0.85760 -3.18429 -0.38 -2.07 1.88
H -1.47144 3.39482 -1.68232 -0.09 -0.15 -0.24
H -0.93470 1.74949 1.22822 -0.80 -0.12 -1.54
H -0.29440 -1.12938 3.08907 0.89 -0.48 -1.45
H 1.00677 -3.12075 1.61982 -0.24 1.75 -1.12
H 1.43382 -1.95734 -0.75708 -1.84 1.78 1.39
```
Forces are in eV/Å.

The value obtained for the frontier orbital gap is 9.2 eV. Its total charge is 0. The value obtained for the energy above the lowest of the compared OMol25 structures with the same formula, charge and spin is 0.0 kJ/mol. The SMILES is O=CN(B(O)O)c1ncc[nH]1.

No. 5
The following is a DFT calculation (the ωB97M-V functional and the def2-TZVPD basis) of C4H6BaF3N5OS as an isolated structure.

Structure (XYZ):
```
21
Properties=species:S:1:pos:R:3:forces:R:3
Ba -1.22087 -1.32788 -2.00221 0.95 -0.25 -0.76
C 0.89208 0.51794 2.79739 1.82 -0.18 0.93
C 1.56283 0.27225 1.50065 1.70 0.43 0.36
N 2.76702 0.72092 1.20012 -2.14 -0.40 -0.73
N 2.95273 0.31454 -0.09943 -0.70 -1.16 0.13
C 1.95874 -0.51521 -0.58067 1.12 2.48 0.87
S 1.87884 -1.06837 -2.16006 -0.77 -0.62 -0.14
N 1.04359 -0.48413 0.45891 -0.18 -0.39 -0.03
N -0.13853 -1.31899 0.57462 1.72 1.47 -1.98
H 1.09835 -0.30636 3.50776 0.08 0.35 -0.29
H -0.15619 0.57081 2.73015 -1.40 0.43 -0.21
H 1.32586 1.44979 3.22980 -0.51 -0.71 -0.31
H 3.78979 0.67190 -0.57858 -0.62 -0.63 0.07
H 0.17330 -2.11691 1.05310 0.20 -1.61 0.94
H -0.78487 -0.82789 1.14251 -0.66 0.63 0.97
F -4.55447 -0.41220 -0.38169 2.46 -0.06 -1.81
C -3.90153 -0.18658 -1.58837 -7.29 1.18 0.41
F -3.82397 1.12038 -1.76936 1.24 -1.02 0.11
F -4.82273 -0.66123 -2.54305 3.00 0.22 1.40
O 0.35611 2.12356 -3.54395 -2.39 -1.91 1.74
N -0.39609 1.46367 -2.94765 2.36 1.76 -1.68
```
Forces are in eV/Å.

The value obtained for the frontier orbital gap (alpha / beta) is 7.9 / 4.7 eV. Its total charge is +2. The value obtained for the energy above the lowest of the compared OMol25 structures with the same formula, charge and spin is 0.0 kJ/mol.

No. 6
The following is a DFT calculation (the ωB97M-V functional and the def2-TZVPD basis) of C4H6BiFO4 as an isolated structure.

Structure (XYZ):
```
16
Properties=species:S:1:pos:R:3:forces:R:3
C 1.63406 -2.75720 0.32864 -0.95 -0.90 0.76
O 1.77626 -1.72163 -0.55214 0.19 -0.32 0.41
H 0.63889 -2.78765 0.83876 0.43 0.25 -0.29
H 1.75833 -3.76519 -0.14038 0.33 0.72 -0.01
H 2.37633 -2.73378 1.17361 -0.07 0.26 -0.85
C -1.44633 2.01528 0.14473 0.96 -1.87 0.20
O -1.87111 0.82264 -0.25115 -0.50 0.35 0.09
C -0.77949 0.03573 -0.71758 0.21 -0.11 -0.52
C 0.44824 0.71681 -0.12861 -1.15 1.59 0.17
O -0.15896 2.09449 0.23018 0.46 -0.47 -0.32
O -2.23969 2.87758 0.50257 -0.40 -1.97 -0.92
F -0.79574 0.11880 -2.07858 0.15 -0.04 0.52
H -0.91519 -1.00486 -0.41668 -0.12 0.25 -0.05
H 0.72675 0.30201 0.84498 0.41 0.09 -0.57
H 1.19430 0.95930 -0.88891 0.14 -0.47 0.55
Bi -2.34667 4.82767 1.11054 -0.10 2.62 0.83
```
Forces are in eV/Å.

The value obtained for the frontier orbital gap (alpha / beta) is 7.4 / 9.0 eV. Its total charge is +1. Its multiplicity is 2.

Number 1: energy -826.0835 hartree. Number 2: energy -453.2674 hartree. Number 3: energy -1361.0042 hartree. Number 4: energy -570.9988 hartree. Number 5: energy -1227.5923 hartree. Number 6: energy -771.0732 hartree.